19
Properties=species:S:1:pos:R:3:mulliken_charge:R:1 method="wB97M-V/def2-TZVPD" orbital_gap_ev=9.88 lumo_energy_ev=3.694 max_force_ev_per_a=2.1 total_charge=-1 e_above_lowest_kj_mol=24.70 homo_energy_ev=-6.1850
O 1.42353 0.33367 1.73612 -0.62
C 1.47079 1.06183 0.75422 0.00
O 0.49964 1.56465 0.07599 -0.67
H 2.45438 1.48324 0.48186 0.38
H -0.37490 -1.78154 1.06146 0.43
H 0.98618 -2.04557 0.23975 0.27
O 0.02929 -2.13464 0.19547 -0.75
H 0.29862 -1.12829 -1.48571 0.44
H -0.46022 -2.20452 -2.29275 0.27
O -0.03990 -1.34588 -2.37892 -0.66
H -1.47928 -0.20427 1.92268 0.46
H -0.12988 -0.67940 2.42645 0.41
O -1.04018 -1.00844 2.30057 -0.84
H -2.26368 0.66256 0.48158 0.30
H -0.85224 1.40724 0.49519 0.43
O -1.79112 1.25055 1.08633 -0.86
H -0.06348 1.04874 -2.72814 0.30
H 0.79336 1.92612 -1.72135 0.39
O 0.53910 1.79395 -2.65081 -0.68


10
Properties=species:S:1:pos:R:3:mulliken_charge:R:1 method="wB97M-V/def2-TZVPD" orbital_gap_ev=10.63 lumo_energy_ev=0.610 max_force_ev_per_a=3.7 total_charge=0 e_above_lowest_kj_mol=69.17 homo_energy_ev=-10.0222
H -0.81315 -1.25085 -0.34300 0.25
N -0.97819 -0.53059 0.30198 -0.84
N -0.74897 0.66298 0.21296 1.28
N -0.19195 1.18230 -0.90447 -0.49
O -1.10502 1.43857 1.04772 -0.68
H 0.44477 0.58020 -1.29312 0.23
H -0.08156 2.19832 -0.88991 0.27
O -4.66756 0.92553 -0.11649 -0.34
C -4.00311 0.01107 -0.26755 0.68
O -3.39907 -0.90653 -0.56570 -0.34


7
Properties=species:S:1:pos:R:3:lowdin_spin:R:1 method="wB97M-V/def2-TZVPD" multiplicity=4 orbital_gap_ev="5.21 / 5.82" lumo_energy_ev="-12.794 / -12.189" max_force_ev_per_a=3.5 total_charge=+2 s2=3.76 e_above_lowest_kj_mol=435.58 homo_energy_ev="-18.0050 / -18.0130"
C 0.76419 -0.54819 -0.44428 0.00
C 0.47842 -1.70486 -0.65360 0.00
O -3.00205 1.09395 0.88470 0.95
Pr -1.10870 2.24017 0.84963 2.05
H 0.41305 -2.72443 -0.99086 0.00
O 0.77863 0.67933 0.05498 0.00
H 1.67646 0.96403 0.29943 0.00


23
Properties=species:S:1:pos:R:3:mulliken_charge:R:1 method="wB97M-V/def2-TZVPD" orbital_gap_ev=2.45 lumo_energy_ev=-2.996 max_force_ev_per_a=3.1 total_charge=-1 e_above_lowest_kj_mol=0.00 homo_energy_ev=-5.4477
Al 2.04529 0.95618 -0.88084 0.92
S -0.04329 0.82044 -3.31843 1.18
O 1.02069 1.82976 -3.50477 -0.57
O -0.54297 1.07726 -1.92272 -0.50
O -1.09751 0.80251 -4.34337 -0.65
O 0.64236 -0.43216 -3.14351 -0.49
S 3.04799 1.78946 2.52516 1.28
O 4.01619 1.34505 3.50604 -0.52
O 2.12943 0.77552 2.03500 -0.54
O 2.44182 2.81531 3.34938 -0.50
O 3.47098 2.39271 1.23339 -0.57
C -1.80970 -2.74016 -1.46872 -0.44
O -2.14047 -2.04862 -0.27588 -0.36
C -1.22206 -1.17244 0.31382 0.76
O -0.04856 -0.94159 0.07178 -0.51
O -1.93945 -0.52094 1.23469 -0.32
C -1.25340 0.24014 2.23282 -0.60
H -1.10324 -3.50596 -1.14844 0.27
H -1.58520 -1.89812 -2.12343 0.17
H -2.75846 -3.12229 -1.84546 0.20
H -0.66158 1.03694 1.78231 0.24
H -0.61233 -0.32079 2.91289 0.29
H -1.99654 0.82179 2.77829 0.26


61
Properties=species:S:1:pos:R:3:mulliken_charge:R:1 method="wB97M-V/def2-TZVPD" orbital_gap_ev=7.10 lumo_energy_ev=-6.955 max_force_ev_per_a=9.1 total_charge=+2 homo_energy_ev=-14.0522
Bi 0.07299 0.09160 0.70133 1.09
Cl -0.58646 2.04819 1.91652 -0.45
P -1.23258 0.66455 -1.09622 1.09
C -2.40844 -0.64421 -1.60127 0.57
C -2.33923 -1.27760 -2.84842 -0.58
C -3.25692 -2.27588 -3.17881 -0.67
C -4.24914 -2.64433 -2.27089 -0.55
C -4.32153 -2.01392 -1.02630 -0.78
C -3.40374 -1.02296 -0.68640 -0.54
C -2.28558 2.12906 -0.82376 0.60
C -1.64522 3.35762 -0.61241 -0.62
C -2.39471 4.51452 -0.42038 -0.75
C -3.78989 4.45112 -0.42171 -0.51
C -4.43226 3.22833 -0.61699 -0.72
C -3.68354 2.06847 -0.81949 -0.38
C -0.35003 1.05394 -2.65224 0.55
C 1.05147 1.08946 -2.64666 -0.45
C 1.75524 1.33307 -3.82381 -0.68
C 1.06732 1.56016 -5.01759 -0.54
C -0.32717 1.53809 -5.02844 -0.78
C -1.03431 1.28227 -3.85304 -0.32
H -0.55924 3.39241 -0.57979 0.41
H -1.89160 5.46257 -0.25262 0.42
H -4.37485 5.35213 -0.25935 0.42
H -5.51732 3.17445 -0.60603 0.44
H -4.18341 1.11519 -0.96403 0.51
H -1.56987 -0.99352 -3.55952 0.49
H -3.19420 -2.76443 -4.14734 0.44
H -4.96202 -3.42226 -2.53003 0.42
H -5.09093 -2.29974 -0.31445 0.43
H -3.44817 -0.53442 0.28408 0.53
H 1.58327 0.93356 -1.71269 0.10
H 2.84141 1.35523 -3.80756 0.41
H 1.61648 1.76065 -5.93329 0.42
H -0.86846 1.72121 -5.95253 0.44
H -2.11955 1.26461 -3.86650 0.58
H -0.24223 -1.38922 0.39459 0.10
H 1.08225 -0.53183 -0.28868 -0.02
C 5.01211 -1.79819 2.93454 -0.97
N 4.10703 -1.77448 1.77122 0.08
C 4.57585 -2.77988 0.79518 -0.82
C 2.67788 -2.05385 2.07897 -0.82
C 2.04823 -1.20423 3.16939 1.00
C 2.43764 -1.46827 4.50448 -0.56
C 1.83351 -0.84260 5.58298 -0.69
C 0.79183 0.03320 5.36314 -0.91
C 0.35930 0.29210 4.06671 -0.17
C 0.98930 -0.27226 2.91526 -0.30
H 4.95736 -2.77193 3.47041 0.38
H 4.79396 -0.95573 3.62298 0.43
H 6.06591 -1.64411 2.61377 0.38
H 4.17139 -0.82896 1.32838 0.41
H 4.53572 -3.80482 1.23432 0.38
H 3.94692 -2.76587 -0.11976 0.32
H 5.62343 -2.57395 0.48963 0.37
H 2.09867 -1.93953 1.14748 0.35
H 2.54312 -3.11893 2.38415 0.32
H 3.19231 -2.20385 4.73702 0.41
H 2.14498 -1.06895 6.59456 0.41
H 0.28643 0.49049 6.20507 0.42
H -0.50072 0.92645 4.03286 0.49